Below is C12H37Ag2N8O6 as an isolated structure at a distorted geometry, with properties calculated with the ωB97M-V functional and the def2-TZVPD basis.

```
65
Properties=species:S:1:pos:R:3:forces:R:3
H 3.507624 -1.446953 -3.878577 0.255 0.888 -0.262
O -0.209880 -2.767096 2.721541 -2.791 1.609 -0.979
H 1.010043 -4.034357 1.984606 0.597 -0.492 -0.378
H 1.225726 -0.519088 2.379767 -0.211 0.268 0.495
N 2.975209 -1.719617 -3.064771 0.475 1.414 -0.946
N -1.163366 2.684929 2.192143 -2.856 -4.684 0.028
H 3.796098 -2.180216 0.265841 -0.125 0.110 0.004
H -3.000122 4.021201 -1.490355 0.311 -0.023 0.001
H -1.412802 -1.078087 3.121454 -0.157 0.011 0.586
H 0.629447 -4.021976 -2.423979 0.069 0.040 -0.358
H -1.630526 2.307836 3.004335 -0.455 -0.128 -0.313
O -3.508935 1.167463 3.638698 -0.506 0.924 0.402
C -0.306713 3.613645 2.243662 -0.039 3.047 0.494
N -1.990838 4.058592 -1.496933 -0.149 -1.764 0.947
C 1.076499 -3.067320 2.483129 3.611 -2.416 -2.124
N 2.141541 -0.933003 2.279488 0.248 0.642 -0.440
C -1.315799 5.093009 -1.958383 -0.743 2.219 -1.502
H -2.375051 0.042743 2.194892 0.304 -0.544 -0.122
O 0.116652 4.058714 1.197624 2.791 0.944 -3.350
C 1.974043 -2.638633 -3.588405 -2.371 -0.699 1.588
H -1.194860 -0.396631 -1.107847 0.228 -0.246 0.130
H 1.347065 -1.976008 0.632594 -0.384 0.045 -0.468
H -1.547264 -0.425619 5.561829 -0.244 -0.145 -0.391
H -1.288443 2.305355 1.264571 -0.417 0.020 0.639
C 0.796812 -1.959678 -4.316705 1.676 0.412 -0.831
H 0.626595 4.884844 3.329490 -0.074 0.113 0.898
H 1.637084 -3.311260 3.385532 -0.199 0.681 0.320
N -2.088331 6.133975 -2.363324 0.608 -0.617 0.375
H 3.921064 -2.912906 1.882109 0.275 0.055 -0.110
H 1.041446 -2.540600 -1.599855 -0.169 0.428 -0.280
C 3.277236 -2.781405 1.012470 -0.957 -0.174 1.461
C -0.998192 0.476242 -0.485337 -0.250 0.475 -0.097
O -0.089453 5.157235 -2.135207 0.912 -1.328 0.500
H -3.061311 0.242632 5.972763 0.157 0.218 -0.220
N -2.425598 -0.043220 5.241832 -0.062 0.045 2.407
H 2.678015 -0.267677 1.741305 0.376 0.291 0.049
N -2.048843 -0.294167 3.089416 3.255 -2.331 -5.485
O -0.447824 1.504147 -1.225600 0.125 -0.403 0.062
H -1.843781 0.745274 0.147671 -0.494 0.272 -0.451
H -0.810370 -3.512166 0.720145 0.508 -0.481 0.537
H 3.070724 -3.781067 0.630195 0.038 0.066 -0.210
H 3.688444 -2.237732 -2.571862 -0.140 -0.303 0.625
O 0.237306 -0.941468 -3.511598 -0.997 1.024 0.281
H -1.660894 0.169858 -3.488550 0.276 -0.774 0.898
N -0.167077 4.264085 3.398941 0.899 -0.091 0.530
H -0.364550 3.690625 4.206560 0.384 0.699 0.431
H -1.392578 -1.111669 -4.732858 -0.441 0.166 0.197
C 1.417607 -3.277856 -2.309128 0.398 -1.132 0.239
H -3.056181 6.144671 -2.074777 0.209 0.572 -0.600
H -2.030180 -2.889538 1.870562 -0.014 -0.116 -0.296
Ag 1.082699 3.383241 -1.119989 -0.507 1.212 0.549
H -0.947069 -1.804477 1.005878 0.079 0.216 -0.040
H -0.703937 0.491843 -4.806863 0.777 -0.160 -0.255
C 1.953771 -2.148330 1.521584 -0.699 -0.893 0.635
C -2.685233 0.329321 3.987320 -2.490 1.652 3.063
H 2.428876 -3.294129 -4.331070 -0.120 -0.503 0.336
Ag 1.831616 0.128479 -1.899651 0.053 -0.875 -0.708
H 2.223144 -3.750857 -1.747446 0.081 -0.280 -0.089
C -1.012461 -2.775171 1.497386 -0.472 0.560 1.345
H -0.241397 0.303295 0.279793 0.732 -0.632 0.292
C -0.933271 -0.329676 -4.128184 0.288 -0.145 -1.049
H -1.445558 3.247875 -1.240993 -0.569 0.161 0.179
H -1.626637 6.741792 -3.024754 -0.621 0.413 0.325
H 1.264899 -1.590798 -5.229349 -0.159 0.938 -0.250
H 0.048039 -2.632471 -4.734779 -0.113 -0.468 0.757
```
Forces are in eV/Å.

**HOMO energy (spin up / spin down)**: -14.34 / -14.34 eV
**F_max**: 0.132 hartree/bohr
**Net charge**: +2
**2S+1**: 2
**Frontier orbital gap (spin up / spin down)**: 6.28 / 4.47 eV
**Total energy**: -1662.20319 a.u.

***

Below is a 3-piece molecular cluster, C13H18F16NO2P overall, with properties calculated with the ωB97M-V functional and the def2-TZVPD basis.

```
51
Properties=species:S:1:pos:R:3:forces:R:3
F 0.265556 2.561339 8.486448 0.008 -0.007 -0.015
F 0.109971 -3.081626 -3.729012 -0.055 0.025 -0.035
H 2.061623 5.270457 5.527070 0.026 -0.012 -0.025
C -0.999249 -1.185247 -4.639543 -0.019 -0.098 -0.031
O -0.814653 -3.282995 -5.777018 0.194 0.398 -0.114
H -3.918331 1.839073 0.223748 -0.031 -0.014 0.074
H 0.501799 -4.806429 -5.238105 0.027 0.018 0.000
F 1.263999 2.119709 3.958154 -0.035 0.051 -0.033
H -0.420921 -1.608479 -0.871824 -0.011 -0.089 -0.002
F -1.066499 -0.682054 -3.388954 0.022 0.030 -0.032
P -2.521576 0.183066 -0.529513 -0.157 -0.027 0.122
H 1.931269 2.215282 7.443141 -0.007 -0.011 0.000
H -1.320462 3.803401 2.771593 -0.016 -0.008 0.008
C -0.852434 2.947335 3.260388 0.082 0.058 0.012
F 2.358124 -2.363536 -5.062360 0.007 0.007 -0.029
H -3.640271 0.767657 1.430531 -0.102 -0.096 0.010
F -0.337992 4.491694 6.708229 0.010 0.010 -0.002
H -1.891032 -0.900644 -5.200601 0.014 0.020 -0.007
F 1.608099 4.736804 7.703342 -0.031 -0.007 -0.014
F 1.174424 3.495592 2.275324 0.057 -0.073 0.048
C 1.413400 -3.638321 -6.822010 0.062 -0.015 -0.026
F -0.968570 1.852923 2.473621 -0.048 0.029 -0.003
H -0.141732 -2.400663 0.661850 0.039 -0.004 0.036
H -0.268870 -4.891357 -6.827273 -0.013 -0.018 0.030
C 0.919470 4.017356 6.762968 0.006 -0.009 0.068
F 3.632066 -2.867795 -6.768889 -0.009 -0.004 0.016
N -3.801557 0.857248 0.435851 0.161 0.114 -0.114
O 0.820095 4.305691 4.295606 -0.401 -0.120 0.166
H 0.532112 0.524861 0.040426 -0.015 0.026 0.011
C 1.651732 4.266170 5.438559 0.218 0.071 -0.102
H -2.381522 -1.773859 0.948259 -0.109 0.018 -0.009
C 0.755775 -0.445750 0.487121 0.017 0.072 -0.054
F 1.071073 -2.557963 -7.545867 -0.007 -0.011 -0.003
H -1.597002 -0.357996 1.631114 0.062 -0.024 0.014
H -3.254799 -0.857901 -1.161650 0.041 0.015 -0.062
F -1.465835 2.696595 4.432541 0.016 -0.005 0.003
F 1.831434 -4.617086 -7.685190 -0.008 0.034 0.004
C -1.728641 -0.934907 0.712350 0.150 0.025 0.009
H 0.890661 -0.295104 1.559225 -0.006 -0.006 0.035
C -0.901221 -2.715725 -4.541080 -0.118 -0.151 0.095
C 2.646507 -3.323520 -5.965951 -0.049 0.023 -0.005
F 0.255596 1.765498 6.447847 -0.014 0.017 0.020
C 0.190634 -4.221407 -6.102981 -0.119 -0.214 0.063
F 0.099272 -0.693300 -5.245110 0.005 -0.018 0.013
C 0.911161 2.581074 7.301008 -0.024 0.026 -0.042
C -0.366811 -1.434099 0.207535 -0.067 0.010 -0.062
F -2.052387 -3.137930 -3.957630 0.079 -0.042 0.053
H 2.476349 3.563845 5.321436 -0.017 -0.019 0.020
C 0.642075 3.219883 3.492624 0.164 0.027 -0.123
H 1.703035 -0.786916 0.069270 0.018 -0.030 0.004
H 2.995055 -4.219944 -5.446620 0.005 0.009 0.007
```
Forces are in eV/Å.

**HOMO energy**: -8.26 eV
**F_max**: 0.009 hartree/bohr
**Frontier orbital gap**: 8.89 eV
**Total energy**: -2650.60749 a.u.